(1)
This record from OMol25 describes a cluster of 2 separate species, C3H4N2OS in total. The level of theory is ωB97M-V/def2-TZVPD.

As for the spin multiplicity: 1. As for the HOMO energy: -0.3432 Eh. Its relative energy (zero: lowest compared OMol25 entry of this formula, charge and spin) is 247.8 kJ/mol. The SMILES is O=C1NS1.CC#N. The value obtained for the frontier orbital gap is 0.344 Ha. As for the LUMO energy: 0.02 eV.

Each line ends with the natural charge from an NBO analysis.
Atoms and positions in Å:
O: 0.98195 0.45948 -2.59547  -0.497
C: 1.22370 1.03803 -1.58313  0.572
N: 2.21638 1.39851 -0.70557  -0.660
S: 0.51492 2.06004 -0.35917  0.166
H: 2.48997 0.62798 -0.00594  0.420
C: -1.77017 -0.91493 1.01667  -0.716
C: -0.39581 -0.99460 0.60158  0.335
N: 0.70231 -1.03667 0.23655  -0.398
H: -2.27275 -1.77431 0.66628  0.258
H: -1.99916 -0.00810 0.56047  0.259
H: -1.69133 -0.85542 2.16773  0.260

Cartesian forces (eV/Å) of the 2 atoms listed first:
O 0.42 0.45 0.96
C -0.10 -0.59 -1.07

=====

(2)
This record from OMol25 describes a cluster of 5 separate species, C39H59FN2O13 in total. The level of theory is ωB97M-V/def2-TZVPD.

As for the spin multiplicity: 1. As for the HOMO energy: -0.3442 Eh. The SMILES is CCOCCc1cccc2c1C(=O)c1c(c(CCCCOC=O)c(C(=O)NC(=O)F)c(CCCO)c1N(C)C(C)=O)C2=O.CCO.CCO.CCO.CCO. The value obtained for the frontier orbital gap is 0.309 Ha. As for the LUMO energy: -0.95 eV.

Each line ends with the Mulliken charge.
Atoms and positions in Å:
C: 5.50619 -5.62163 -0.70268  -1.014
C: 6.28465 -4.51053 -1.38311  -0.142
O: 5.63564 -3.94733 -2.49952  -0.505
C: 4.40198 -3.30548 -2.25590  -0.667
C: 4.47016 -2.08057 -1.31133  -0.700
C: 3.89662 -2.35155 0.06658  0.281
C: 4.71952 -2.63012 1.15534  -0.611
C: 4.20782 -2.89261 2.42386  -0.947
C: 2.83744 -2.90694 2.64232  -0.820
C: 2.00774 -2.60829 1.57119  0.699
C: 2.50803 -2.31812 0.29800  0.576
C: 1.50525 -1.98969 -0.74701  -0.420
O: 1.63706 -2.32010 -1.89836  -0.518
C: 0.31167 -1.21929 -0.27065  0.777
C: -0.19025 -1.53893 0.99748  0.773
C: -1.29546 -0.86713 1.54301  1.295
C: -1.85579 -1.16941 2.90863  -1.728
C: -3.24509 -1.86477 2.88730  -0.327
C: -3.10012 -3.37013 2.90439  0.193
C: -4.45401 -4.13399 2.92857  -0.764
O: -5.60165 -3.29643 2.66990  -0.276
C: -6.30638 -2.99821 3.78644  0.174
O: -7.25349 -3.60814 4.15866  -0.498
C: -1.84934 0.15433 0.76015  0.316
C: -3.01660 0.93075 1.30198  -0.621
O: -4.14782 0.67241 1.05172  -0.429
N: -2.66475 2.04754 2.18400  -0.070
C: -3.08361 1.85493 3.51638  0.402
O: -4.12978 1.50468 3.90219  -0.378
F: -2.10147 2.10871 4.35512  -0.258
C: -1.36721 0.48350 -0.51304  0.695
C: -2.00014 1.59553 -1.31404  -1.704
C: -1.55719 2.98705 -0.78575  -0.912
C: -0.48780 3.62734 -1.68784  0.105
O: 0.55137 4.21998 -0.90415  -0.606
C: -0.27128 -0.21714 -1.05050  -1.190
N: 0.19399 0.18673 -2.35537  0.722
C: 1.56727 0.70006 -2.41785  -1.448
C: -0.11387 -0.68741 -3.40772  0.821
C: -1.39037 -1.47292 -3.28140  -1.050
O: 0.57498 -0.76457 -4.39096  -0.647
C: 0.53172 -2.60951 1.75175  -0.535
O: -0.01764 -3.43343 2.43746  -0.563
H: 6.11534 -6.03795 0.09596  0.376
H: 4.57811 -5.26037 -0.27113  0.189
H: 5.26878 -6.41399 -1.40651  0.317
H: 6.60622 -3.75738 -0.66241  0.089
H: 7.19206 -4.96029 -1.77922  0.395
H: 4.07090 -2.95165 -3.22559  0.310
H: 3.63413 -3.99673 -1.91299  0.482
H: 5.51052 -1.78977 -1.19587  0.713
H: 3.90349 -1.26315 -1.73308  -0.116
H: 5.79345 -2.64090 1.04380  0.392
H: 4.88613 -3.09328 3.23917  0.431
H: 2.45333 -3.11953 3.62610  0.603
H: -1.18747 -1.79092 3.48855  0.917
H: -1.92684 -0.22205 3.44005  0.219
H: -3.80586 -1.49152 3.73886  0.195
H: -3.76675 -1.56552 1.98806  0.497
H: -2.56246 -3.69320 2.02018  0.226
H: -2.56084 -3.65761 3.80029  -0.219
H: -4.57161 -4.62644 3.89077  0.366
H: -4.45507 -4.88983 2.15441  0.353
H: -5.95665 -2.10756 4.32507  0.373
H: -3.00515 2.92519 1.81138  0.376
H: -3.08160 1.48210 -1.29765  0.727
H: -1.68832 1.52193 -2.34571  0.809
H: -2.40830 3.65028 -0.64222  0.328
H: -1.08401 2.85115 0.18022  0.521
H: -0.00199 2.88668 -2.30482  -0.236
H: -0.96714 4.39836 -2.28771  0.302
H: 0.14354 4.72736 -0.19748  0.340
H: 1.60669 1.61664 -3.00093  0.595
H: 2.24637 -0.00334 -2.88447  0.367
H: 1.94046 0.92308 -1.42263  0.442
H: -1.78632 -1.63972 -4.27477  0.414
H: -1.19055 -2.43563 -2.82226  0.226
H: -2.14108 -0.92937 -2.71683  0.207
C: 2.08817 6.65626 -4.53861  -1.061
C: 2.28128 5.18927 -4.21045  -0.160
O: 1.04878 4.46816 -4.24926  -0.396
H: 1.38314 7.11079 -3.84030  0.282
H: 3.03310 7.19450 -4.49149  0.266
H: 1.67704 6.77663 -5.54378  0.316
H: 2.67364 5.07022 -3.20183  0.283
H: 2.98870 4.73362 -4.91094  0.271
H: 0.68895 4.54817 -5.13778  0.216
C: 0.34441 -4.66172 6.89461  -0.825
C: -0.88807 -3.79147 7.05383  -0.368
O: -1.72331 -3.84700 5.89836  -0.433
H: 0.91535 -4.35310 6.01820  0.057
H: 0.98653 -4.59698 7.77414  0.369
H: 0.06298 -5.70725 6.74983  0.337
H: -0.60638 -2.74736 7.17931  0.287
H: -1.46383 -4.09566 7.93380  0.305
H: -1.99825 -4.76113 5.77486  0.224
C: -8.37578 0.88230 2.80844  -0.899
C: -8.19629 -0.02466 1.60460  0.116
O: -7.54003 0.64052 0.53208  -0.557
H: -8.95051 1.76752 2.53336  0.305
H: -8.89437 0.36402 3.61690  0.337
H: -7.40604 1.22189 3.18164  0.156
H: -9.16221 -0.35166 1.22312  0.301
H: -7.62297 -0.91420 1.88146  -0.045
H: -6.67656 0.92321 0.84977  0.291
C: 5.65033 9.71721 -6.83221  -1.024
C: 5.79495 8.23997 -6.51648  -0.231
O: 4.54369 7.55898 -6.58674  -0.447
H: 4.94684 10.18521 -6.14309  0.267
H: 6.60977 10.23074 -6.75654  0.340
H: 5.26256 9.85955 -7.84366  0.323
H: 6.16487 8.10073 -5.50199  0.275
H: 6.50432 7.76950 -7.20526  0.261
H: 4.20572 7.65907 -7.48177  0.255

Cartesian forces (eV/Å) of the 2 atoms listed first:
C -0.06 0.22 0.05
C 0.12 -0.65 -0.13

=====

(3)
This record from OMol25 describes a structure of composition C20H61B4F6N4O10S2Zn2. The level of theory is ωB97M-V/def2-TZVPD.

As for the spin multiplicity: 1. As for the HOMO energy: -0.1790 Eh. Its charge is -1. The value obtained for the frontier orbital gap is 0.254 Ha. As for the LUMO energy: 2.03 eV.

Each line ends with the Mulliken charge.
Atoms and positions in Å:
Zn: -4.82327 -3.18463 -8.27140  -4.600
Zn: -8.75209 -1.34789 -7.98891  1.308
B: -6.70960 -2.27346 -7.69517  5.544
H: -7.16727 -2.27518 -8.67230  -0.085
H: -5.92272 -1.53815 -7.76113  -0.936
H: -7.35257 -1.84131 -6.94412  -1.370
H: -6.34799 -3.21015 -7.30008  -0.709
B: -5.55334 -4.28000 -10.00646  5.391
H: -4.50899 -4.20771 -10.26789  -0.826
H: -6.10021 -3.35627 -10.11560  -0.858
H: -6.05736 -5.06221 -10.55267  -0.719
H: -5.58431 -4.57405 -8.96877  -0.729
B: -9.29076 -1.48783 -9.93315  2.310
H: -9.32954 -1.53737 -11.01031  -0.237
H: -9.22164 -2.47596 -9.50531  -0.537
H: -8.38766 -0.99689 -9.60507  -0.868
H: -10.15954 -1.03679 -9.47926  -0.708
B: -3.32475 -1.84979 -9.38148  1.928
H: -2.52456 -1.26230 -9.80433  -0.216
H: -4.23720 -1.53377 -9.86294  -0.556
H: -3.17794 -2.89202 -9.61906  -0.457
H: -3.27933 -1.85491 -8.30345  -0.834
C: -8.32265 -3.53878 -4.63426  0.700
F: -7.24302 -2.75707 -4.48240  -0.227
F: -8.15718 -4.37801 -5.63742  -0.182
F: -8.51577 -4.18595 -3.50701  -0.275
S: -9.77420 -2.37316 -5.09659  0.478
O: -10.94833 -2.79220 -4.25554  -0.598
O: -9.23381 -1.09604 -4.74787  -0.564
N: -9.81920 -2.50584 -6.89258  -0.262
S: -10.61035 -3.82996 -7.03422  0.688
O: -10.10169 -4.71918 -8.07516  -0.629
O: -10.90178 -4.68785 -5.89784  -0.607
C: -12.37213 -3.30385 -7.66313  0.620
F: -12.20484 -2.61078 -8.77675  -0.190
F: -13.23139 -4.20044 -7.77210  -0.195
F: -12.78743 -2.43482 -6.67481  -0.287
C: -2.54155 -8.02777 -9.77391  -0.824
O: -2.81050 -7.03554 -8.82571  -0.419
C: -1.74277 -6.14209 -8.48677  -0.692
C: -2.20653 -5.17060 -7.30073  -1.232
N: -3.67932 -5.08661 -7.49299  0.119
C: -4.44439 -5.09174 -6.25823  -1.008
C: -4.02272 -3.84678 -5.47757  -0.527
O: -4.21848 -2.72118 -6.24748  0.084
C: -4.01835 -1.48163 -5.60720  -1.081
H: -2.13582 -7.61023 -10.69540  0.277
H: -3.42483 -8.60603 -10.04509  0.270
H: -1.84219 -8.66403 -9.23155  0.331
H: -1.53076 -5.53921 -9.36977  0.435
H: -0.96561 -6.77885 -8.06410  0.458
H: -1.59680 -4.26780 -7.33631  0.225
H: -1.91748 -5.55827 -6.32387  0.595
H: -3.66328 -6.02694 -7.86126  0.422
H: -4.08616 -5.98018 -5.73817  0.645
H: -5.53192 -5.01906 -6.24855  0.154
H: -2.95118 -3.78954 -5.28617  0.485
H: -4.52197 -3.81744 -4.50907  0.414
H: -4.51463 -1.47567 -4.63675  0.327
H: -4.25173 -0.60749 -6.21508  0.047
H: -2.93067 -1.45434 -5.54182  0.445
C: -12.16901 1.09909 -7.00616  -0.993
O: -10.87779 0.80891 -7.50365  -0.160
C: -10.05524 1.94731 -7.62025  -0.603
C: -8.64821 1.66579 -8.30095  -0.972
N: -7.90233 0.54154 -7.64133  -0.437
C: -7.53403 0.91604 -6.27095  -0.354
C: -6.51610 2.09328 -6.00166  -1.067
O: -7.17103 3.28764 -6.06644  -0.394
C: -8.00635 3.57514 -4.88811  -0.800
H: -12.21309 1.92700 -6.29855  0.383
H: -12.56690 0.26376 -6.42996  0.235
H: -12.93162 1.39836 -7.72517  0.306
H: -9.76536 2.31537 -6.63607  0.371
H: -10.53650 2.66949 -8.27975  0.439
H: -8.28796 2.69408 -8.33149  0.502
H: -8.77066 1.44796 -9.36192  0.682
H: -6.98491 0.55667 -8.06348  0.293
H: -7.12727 0.02415 -5.79431  -0.064
H: -8.38083 1.10209 -5.61034  0.408
H: -5.63825 2.08587 -6.64774  0.329
H: -6.08326 2.04172 -5.00262  0.532
H: -8.08223 4.65838 -4.98264  0.296
H: -7.58712 3.37554 -3.90195  0.349
H: -9.00551 3.17709 -4.71105  0.262
C: -7.28205 -7.70253 -12.66248  -1.030
O: -7.42331 -6.35206 -12.20581  -0.122
C: -8.68018 -6.14566 -11.49331  -1.698
C: -8.68098 -4.73165 -10.73569  0.277
N: -8.05437 -3.71983 -11.64713  0.549
C: -8.84055 -3.53744 -12.88747  -0.674
C: -8.49196 -4.40790 -14.03124  -0.821
O: -7.05329 -4.28216 -14.26016  -0.174
C: -6.58902 -4.74006 -15.47588  -0.946
H: -7.45790 -8.47888 -11.91786  0.350
H: -6.32068 -7.86283 -13.15051  0.233
H: -8.11769 -7.99627 -13.29771  0.360
H: -8.95320 -6.90802 -10.76367  0.719
H: -9.58979 -6.25474 -12.08391  0.457
H: -8.35383 -4.61839 -9.70213  -0.034
H: -9.76170 -4.62819 -10.63861  0.314
H: -8.25373 -2.86920 -11.14040  -0.600
H: -8.69608 -2.50335 -13.20033  0.595
H: -9.90710 -3.66222 -12.70036  0.375
H: -9.09315 -4.06606 -14.87374  0.584
H: -8.80768 -5.44261 -13.89784  0.167
H: -6.75575 -5.80240 -15.65403  0.312
H: -5.50874 -4.62938 -15.56988  0.267
H: -7.07245 -4.23334 -16.31112  0.342

Cartesian forces (eV/Å) of the 2 atoms listed first:
Zn 1.43 0.12 -1.90
Zn 0.58 0.57 0.11

=====

(4)
This record from OMol25 describes an isolated molecule of C5H7NO. The level of theory is ωB97M-V/def2-TZVPD.

As for the spin multiplicity: 1. As for the HOMO energy: -0.2664 Eh. Its relative energy (zero: lowest compared OMol25 entry of this formula, charge and spin) is 165.1 kJ/mol. The value obtained for the frontier orbital gap is 0.269 Ha. As for the LUMO energy: 0.08 eV.

Each line ends with the natural charge from an NBO analysis.
Atoms and positions in Å:
C: -1.18080 -0.46550 -0.00384  0.536
C: 0.95014 -1.44765 0.00480  -0.489
C: -0.54046 -1.68114 -0.00852  -0.468
C: 1.13057 0.03934 -0.01142  0.208
C: -0.39996 1.95456 -0.00180  -0.448
N: -0.05244 0.56733 -0.01154  -0.284
O: -2.31972 -0.03675 0.00767  -0.688
H: 1.41724 -1.85932 0.90542  0.248
H: 1.46477 -1.90550 -0.84371  0.246
H: -0.99948 -2.64445 -0.00989  0.229
H: 2.05770 0.57785 -0.03689  0.209
H: -1.49414 1.98944 -0.00490  0.271
H: -0.01837 2.44211 0.89624  0.215
H: -0.01505 2.46967 -0.88162  0.215

Cartesian forces (eV/Å) of the 2 atoms listed first:
C -0.19 -0.93 0.02
C -0.39 -0.19 0.01

=====

(5)
This record from OMol25 describes a cluster of 2 separate species, C9H11N5 in total. The level of theory is ωB97M-V/def2-TZVPD.

As for the spin multiplicity: 1. As for the HOMO energy (spin up / spin down): -0.3136 / -0.3135 Eh. Its relative energy (zero: lowest compared OMol25 entry of this formula, charge and spin) is 665.4 kJ/mol. The value obtained for the frontier orbital gap (spin up / spin down) is 0.311 / 0.311 Ha. As for the LUMO energy (spin up / spin down): -0.08 / -0.08 eV.

Each line ends with the natural charge from an NBO analysis.
Atoms and positions in Å:
C: -3.26646 -0.75680 0.58361  -0.132
C: -3.27704 -1.57291 -0.62066  -0.278
C: -2.11064 -0.08466 0.99709  -0.335
C: -2.16758 -1.43698 -1.42942  0.053
C: 2.59824 -0.35674 -0.82590  0.105
C: 2.88161 -1.02885 1.18826  0.138
C: -1.07124 -0.33861 0.08608  0.476
C: 0.43337 2.17209 -0.58682  -0.647
C: 0.88812 1.72241 0.75260  -0.246
N: -1.00750 -0.91246 -1.04995  -0.473
N: 3.67005 -1.08948 -0.81167  -0.275
N: 3.84150 -1.48615 0.43665  -0.289
N: 2.00032 -0.37919 0.40431  -0.236
N: 0.91421 0.26732 0.93333  -0.269
H: -4.07049 -0.81014 1.32607  0.227
H: -4.16692 -2.10593 -0.93876  0.239
H: -2.05912 0.54085 1.84440  0.250
H: -2.18592 -1.87611 -2.50892  0.206
H: 2.24321 0.02695 -1.78444  0.215
H: 2.62541 -1.33151 2.17218  0.211
H: -0.39350 2.84816 -0.41551  0.215
H: 1.23754 2.68504 -1.08558  0.219
H: 0.14829 1.33932 -1.17885  0.226
H: 1.92322 1.88542 0.90238  0.202
H: 0.37132 2.07897 1.60955  0.199

Cartesian forces (eV/Å) of the 2 atoms listed first:
C 0.25 -1.50 0.03
C 0.13 2.30 1.49

=====

Number 1: energy -19036.4799 eV. Number 2: energy -73713.3916 eV. Number 3: energy -185664.7894 eV. Number 4: energy -8834.4917 eV. Number 5: energy -16956.2592 eV.